18
Properties=species:S:1:pos:R:3 method="wB97M-V/def2-TZVPD" e_tot_ev=-28496.9957 homo_lumo_gap_ev=9.21 fmax_ev_per_a=2.77 relative_energy_kj_mol=58.0 smiles=CSSCCN.O lumo_energy_ev=0.717
N -2.1845 1.2841 -1.5541
C -0.7858 1.0097 -1.0180
C -0.6949 -0.3784 -0.4272
S 1.0959 -0.6302 -0.0386
S 1.8572 0.5901 1.3731
C 2.5247 -0.5617 2.5699
H -2.3084 2.2056 -1.9369
H -2.7654 1.1226 -0.7393
H -0.6349 1.7448 -0.2330
H -0.1583 1.1794 -1.8857
H -0.8717 -1.2032 -1.1147
H -1.2539 -0.5474 0.4977
H 3.1316 0.0839 3.2032
H 3.1552 -1.2089 1.9388
H 1.8162 -1.2291 3.0456
H -4.1221 -1.5242 -1.7167
H -3.0159 -0.5462 -2.0935
O -3.7130 -1.1231 -2.4853